Below is a structure of composition C33H40N2O10PTi at a distorted geometry, with properties calculated with ωB97M-V/def2-TZVPD.

Positions of all 87 atoms, in Å:
Ti  0.2982  0.5784  0.0313
P  2.2177  -1.5721  0.0698
O  -0.7607  0.8800  -1.9233
O  1.6862  1.1293  -1.1007
O  -1.5347  -1.8931  2.4716
O  -0.9972  1.6021  -4.9049
O  3.5644  1.7267  -3.4356
O  1.7841  2.1136  -5.7875
O  -0.6192  -1.0470  -0.1315
O  -0.5251  2.1750  0.3448
O  -1.8443  3.9764  0.4212
O  -2.0332  -2.2386  -1.3856
N  -2.6047  0.4689  0.8612
N  1.1839  0.6715  1.8194
C  2.9057  -2.5330  2.6465
C  1.6078  3.0463  2.2795
C  -0.0087  1.8624  3.6218
C  -3.2783  -0.2195  1.9563
C  -1.6910  2.7892  0.5141
C  -2.8825  -1.6741  2.0883
C  3.8025  -3.5095  4.7995
C  -1.8163  -1.2828  -0.6923
C  -0.2117  5.5856  4.4557
C  1.6450  -3.4010  -1.8985
C  0.2304  4.2741  3.8617
C  4.4884  0.0391  -0.0785
C  2.7388  3.0491  1.2839
C  -0.3584  3.0740  4.2240
C  -0.6064  0.5867  4.1510
C  0.1174  1.2312  -2.7768
C  1.9429  -0.3172  2.5018
C  4.0039  -1.3734  -0.4167
C  -2.8646  -0.2269  -0.3897
C  1.8558  -3.3260  -0.3802
C  2.3533  1.6447  -3.4494
C  0.9286  1.8667  2.5951
C  -2.8762  1.8895  0.8426
C  1.4292  1.3487  -2.3826
C  -0.0096  1.5524  -4.2173
C  3.2112  -2.3851  3.9903
C  2.9567  -1.1369  4.5524
C  1.4406  1.8225  -4.6763
C  1.2411  4.2278  2.9060
C  4.9908  -2.3952  0.1438
C  2.3438  -0.1270  3.8335
C  0.6536  -3.9284  0.3483
C  2.3190  -1.5231  1.8847
H  3.1546  -3.4716  2.1587
H  4.1937  -4.2949  4.1513
H  -3.2210  2.2103  1.8256
H  -3.0757  0.3062  2.8853
H  5.0985  -2.2843  1.2243
H  3.2333  -0.9497  5.5859
H  2.4826  -2.9819  -2.4604
H  -3.8438  -0.7136  -0.4009
H  3.9798  -1.4784  -1.5069
H  -0.8960  5.4313  5.2909
H  3.0566  -3.9666  5.4546
H  -0.7015  -0.1909  3.3942
H  0.0225  0.1779  4.9473
H  2.4145  2.8122  0.2688
H  5.5354  0.1451  -0.3752
H  4.7250  -3.4319  -0.0699
H  -3.5050  -2.0947  2.8796
H  4.6200  -3.1584  5.4327
H  0.6197  -5.0047  0.1567
H  0.6387  6.1679  4.8165
H  -1.1178  3.0634  5.0015
H  -0.7285  6.1901  3.7069
H  0.6961  -3.7826  1.4287
H  3.9131  0.8119  -0.5821
H  -4.3716  -0.2140  1.7934
H  4.4315  0.2074  1.0023
H  2.1485  0.8240  4.3111
H  -2.8154  0.4680  -1.2279
H  -1.5897  0.7784  4.5838
H  3.2178  4.0282  1.2677
H  1.5231  -4.4408  -2.2135
H  -3.1280  -2.2193  1.1694
H  3.4916  2.3038  1.5523
H  -0.9478  -1.6144  1.7463
H  5.9715  -2.2124  -0.3046
H  -0.2771  -3.5028  -0.0257
H  0.7383  -2.8602  -2.1782
H  1.7482  5.1447  2.6199
H  -3.6634  2.1530  0.1277
H  2.7435  -3.9055  -0.1202

## Properties
Energy relative to the best compared isomer or geometry (same formula, charge and spin) (kcal per mole): 0.0
Total charge: -1
E_HOMO (eV): -5.36
Max |F| (eV/A): 1.3
DFT total energy (Eh): -3334.51879

Löwdin charges, unit e, in atom order: number 1, Ti, carries 1.15; number 2, P, carries 1.12; number 3, O, carries -0.05; number 4, O, carries -0.20; number 5, O, carries -0.07; number 6, O, carries 0.13; number 7, O, carries 0.09; number 8, O, carries 0.14; number 9, O, carries -0.24; number 10, O, carries -0.13; number 11, O, carries 0.11; number 12, O, carries 0.11; number 13, N, carries -0.14; number 14, N, carries -0.04; number 15, C, carries -0.07; number 16, C, carries -0.19; number 17, C, carries -0.21; number 18, C, carries -0.17; number 19, C, carries -0.52; number 20, C, carries -0.22; number 21, C, carries -0.06; number 22, C, carries -0.56; number 23, C, carries -0.06; number 24, C, carries -0.11; number 25, C, carries -0.27; number 26, C, carries -0.11; number 27, C, carries -0.02; number 28, C, carries -0.01; number 29, C, carries -0.03; number 30, C, carries -0.27; number 31, C, carries -0.27; number 32, C, carries -0.51; number 33, C, carries -0.10; number 34, C, carries -0.54; number 35, C, carries -0.29; number 36, C, carries -0.25; number 37, C, carries -0.08; number 38, C, carries -0.23; number 39, C, carries -0.25; number 40, C, carries -0.28; number 41, C, carries -0.04; number 42, C, carries -0.24; number 43, C, carries -0.01; number 44, C, carries -0.11; number 45, C, carries -0.03; number 46, C, carries -0.10; number 47, C, carries -0.29; number 48, H, carries 0.11; number 49, H, carries 0.07; number 50, H, carries 0.13; number 51, H, carries 0.11; number 52, H, carries 0.07; number 53, H, carries 0.11; number 54, H, carries 0.06; number 55, H, carries 0.14; number 56, H, carries 0.10; number 57, H, carries 0.07; number 58, H, carries 0.08; number 59, H, carries 0.05; number 60, H, carries 0.08; number 61, H, carries 0.07; number 62, H, carries 0.08; number 63, H, carries 0.06; number 64, H, carries 0.12; number 65, H, carries 0.07; number 66, H, carries 0.08; number 67, H, carries 0.07; number 68, H, carries 0.11; number 69, H, carries 0.08; number 70, H, carries 0.07; number 71, H, carries 0.05; number 72, H, carries 0.13; number 73, H, carries 0.07; number 74, H, carries 0.11; number 75, H, carries 0.13; number 76, H, carries 0.08; number 77, H, carries 0.08; number 78, H, carries 0.08; number 79, H, carries 0.11; number 80, H, carries 0.07; number 81, H, carries 0.05; number 82, H, carries 0.08; number 83, H, carries 0.06; number 84, H, carries 0.07; number 85, H, carries 0.12; number 86, H, carries 0.14; number 87, H, carries 0.08